# 1
A molecular structure, C43H63AsGeN6O4STi, computed with ωB97M-V/def2-TZVPD.

Output
* relative energy (zero: lowest compared OMol25 entry of this formula, charge and spin): 0.0 kJ/mol
* E: -214041.2378 eV
* orbital gap: 0.2627 Ha

```
! wB97M-V def2-TZVPD RIJCOSX def2/J DEFGRID3
* xyz 2 1
Ti -0.352 0.285 0.864
C -6.645 0.593 -2.434
C -5.266 0.275 -1.932
C -4.580 -0.848 -2.324
C -3.321 -1.164 -1.765
C -2.684 -2.367 -2.218
N -2.047 -3.246 -1.519
C -1.948 -3.334 -0.056
C -3.330 -3.251 0.607
C -3.253 -2.699 2.020
N -2.545 -3.648 2.884
C -1.617 -3.498 3.788
C -0.790 -2.431 4.227
C -0.141 -2.748 5.455
C 0.717 -1.904 6.105
C 1.366 -2.251 7.416
C 0.980 -0.694 5.459
C 0.443 -0.352 4.231
C 0.877 0.921 3.684
N 0.744 1.332 2.487
C 1.255 2.682 2.204
C 0.159 3.557 1.583
C -1.238 2.975 1.800
N -1.515 1.789 0.971
C -2.452 2.114 -0.138
C -3.305 0.975 -0.644
C -4.584 1.189 -1.105
C -2.702 -0.269 -0.882
O -1.537 -0.538 -0.325
C -0.493 -1.196 3.564
O -1.014 -0.861 2.436
H -6.996 -0.161 -3.137
H -6.661 1.561 -2.938
H -7.357 0.643 -1.609
H -5.026 -1.533 -3.037
H -2.776 -2.608 -3.274
H -1.611 -3.995 -2.039
H -1.298 -2.537 0.294
H -1.462 -4.285 0.155
H -3.812 -4.233 0.601
H -3.982 -2.586 0.044
H -4.255 -2.575 2.433
H -2.736 -1.747 2.047
H -2.929 -4.584 2.844
H -1.452 -4.419 4.339
H -0.364 -3.707 5.909
H 0.883 -3.109 7.881
H 1.309 -1.415 8.113
H 2.421 -2.495 7.279
H 1.658 0.012 5.931
H 1.390 1.568 4.399
H 2.107 2.594 1.530
H 1.617 3.122 3.136
H 0.339 3.664 0.516
H 0.210 4.554 2.022
H -1.973 3.750 1.581
H -1.375 2.714 2.853
H -3.130 2.893 0.223
H -5.065 2.135 -0.876
C 4.220 -3.371 2.436
C 3.788 -1.992 2.910
N 3.885 -0.987 1.849
C 5.170 -0.277 1.755
C 5.145 1.042 2.511
C 2.888 -0.710 1.016
S 1.421 -1.613 1.093
N 3.154 0.234 0.088
C 2.262 0.929 -0.553
O 1.006 1.015 -0.265
C 2.727 1.703 -1.728
C 4.085 1.958 -1.905
C 4.524 2.637 -3.029
C 3.610 3.053 -3.988
C 2.255 2.801 -3.815
C 1.810 2.135 -2.684
H 4.174 -4.083 3.260
H 5.245 -3.356 2.062
H 3.564 -3.721 1.639
H 4.427 -1.649 3.725
H 2.761 -2.015 3.272
H 5.396 -0.114 0.705
H 5.927 -0.944 2.166
H 4.401 1.712 2.078
H 6.118 1.528 2.456
H 4.907 0.886 3.566
H 4.789 1.622 -1.156
H 5.578 2.841 -3.159
H 3.954 3.579 -4.869
H 1.549 3.124 -4.567
H 0.762 1.914 -2.549
C -4.106 4.655 -2.111
Ge -2.646 3.568 -2.824
C -3.254 2.313 -4.190
C -1.310 4.728 -3.645
C -1.678 2.658 -1.355
H -4.398 5.397 -2.855
H -3.792 5.191 -1.214
H -4.991 4.067 -1.870
H -3.745 2.861 -4.995
H -3.950 1.570 -3.805
H -2.393 1.792 -4.614
H -1.753 5.307 -4.457
H -0.503 4.126 -4.063
H -0.884 5.423 -2.921
H -0.955 3.399 -1.007
H -1.097 1.837 -1.784
C 3.190 -1.007 -3.502
As 1.621 -2.096 -3.300
C 1.149 -2.649 -5.083
C 2.212 -3.686 -2.388
O 0.371 -1.362 -2.505
H 3.918 -1.522 -4.128
H 3.619 -0.812 -2.521
H 2.906 -0.062 -3.964
H 1.954 -3.235 -5.524
H 0.968 -1.764 -5.689
H 0.241 -3.248 -5.045
H 3.176 -4.016 -2.774
H 1.480 -4.481 -2.526
H 2.292 -3.445 -1.328
*
```

# 2
A molecular structure, C43H65AsCaGeN2O9P2Si, computed with ωB97M-V/def2-TZVPD.

Output
* relative energy (zero: lowest compared OMol25 entry of this formula, charge and spin): 189.8 kJ/mol
* E: -229309.3372 eV
* orbital gap: 0.2214 Ha

```
! wB97M-V def2-TZVPD RIJCOSX def2/J DEFGRID3
* xyz 0 1
Ca -0.296 -0.322 2.011
C -0.092 -1.210 5.783
C 0.746 -2.036 4.788
O 1.448 -3.084 5.477
P -0.389 -2.951 3.712
O -1.031 -4.045 4.647
O 0.471 -3.823 2.710
O -1.393 -2.065 3.065
P 2.043 -0.906 4.062
O 2.626 -1.774 2.806
O 3.042 -0.806 5.146
O 1.358 0.272 3.426
H -0.756 -1.863 6.350
H -0.695 -0.455 5.278
H 0.577 -0.708 6.481
H 2.256 -2.664 5.819
H -0.364 -4.453 5.219
H 0.651 -3.490 1.821
H 3.553 -1.995 2.950
O 0.408 0.978 -0.120
N -0.621 0.751 -0.970
N -0.970 -0.460 -0.897
O -0.447 -1.317 -0.112
C -2.089 -0.867 -1.734
C -2.928 -1.855 -1.250
C -4.009 -2.244 -2.021
C -4.233 -1.657 -3.259
C -3.372 -0.676 -3.731
C -2.289 -0.274 -2.970
H -2.736 -2.290 -0.279
H -4.682 -3.006 -1.650
H -5.079 -1.967 -3.858
H -3.543 -0.222 -4.699
H -1.604 0.484 -3.327
C 1.655 3.007 1.440
Si 1.388 2.425 -0.317
C 2.994 1.659 -1.011
C 2.693 0.779 -2.224
C 4.037 2.712 -1.398
C 3.580 0.783 0.109
C 0.491 3.753 -1.351
C -0.736 4.212 -0.547
C 1.456 4.946 -1.472
C 0.047 3.348 -2.760
H 2.665 3.417 1.540
H 1.577 2.180 2.153
H 0.941 3.775 1.735
H 2.254 1.343 -3.053
H 2.012 -0.034 -1.962
H 3.619 0.324 -2.585
H 3.762 3.239 -2.309
H 4.999 2.219 -1.583
H 4.197 3.451 -0.607
H 2.863 0.043 0.476
H 3.913 1.381 0.961
H 4.447 0.232 -0.273
H -0.453 4.764 0.349
H -1.365 3.374 -0.239
H -1.351 4.881 -1.161
H 1.879 5.238 -0.505
H 0.904 5.811 -1.856
H 2.274 4.747 -2.160
H -0.734 2.593 -2.735
H 0.876 2.981 -3.371
H -0.363 4.231 -3.265
C -5.064 5.986 2.050
C -3.764 5.204 1.911
C -3.477 4.302 3.109
C -2.262 3.396 2.889
Ge -2.556 1.604 2.008
C -3.765 1.894 0.406
C -5.252 2.059 0.719
C -6.136 2.174 -0.525
C -5.905 3.466 -1.304
H -5.218 6.674 1.216
H -5.072 6.571 2.973
H -5.922 5.308 2.087
H -2.925 5.897 1.781
H -3.791 4.599 1.000
H -4.366 3.699 3.328
H -3.332 4.945 3.987
H -1.783 3.153 3.842
H -1.506 3.950 2.316
H -3.616 1.026 3.014
H -3.650 1.027 -0.260
H -3.396 2.749 -0.169
H -5.407 2.949 1.336
H -5.587 1.218 1.334
H -7.189 2.107 -0.234
H -5.941 1.314 -1.178
H -5.987 4.335 -0.643
H -6.635 3.589 -2.107
H -4.910 3.490 -1.754
C 6.687 -2.331 -2.325
C 5.613 -2.293 -3.204
C 4.315 -2.456 -2.732
C 4.085 -2.657 -1.377
C 5.164 -2.688 -0.500
C 6.460 -2.532 -0.970
As 2.284 -2.789 -0.617
C 1.312 -3.410 -2.174
C 0.717 -2.632 -3.156
C 0.007 -3.240 -4.185
C -0.106 -4.624 -4.222
C 0.475 -5.407 -3.233
C 1.185 -4.807 -2.197
C 1.804 -5.506 -1.050
C 1.810 -6.880 -0.835
C 2.396 -7.398 0.312
C 2.962 -6.556 1.259
C 2.955 -5.180 1.056
C 2.397 -4.661 -0.100
H 7.696 -2.206 -2.694
H 5.783 -2.140 -4.263
H 3.484 -2.430 -3.427
H 4.996 -2.841 0.561
H 7.293 -2.564 -0.278
H 0.800 -1.552 -3.126
H -0.463 -2.636 -4.951
H -0.660 -5.097 -5.023
H 0.363 -6.484 -3.268
H 1.359 -7.551 -1.557
H 2.400 -8.469 0.475
H 3.397 -6.967 2.161
H 3.363 -4.523 1.814
*
```

# 3
A molecular structure, C43H66Cl2O9P3RbS2Si in a non-equilibrium geometry, computed with ωB97M-V/def2-TZVPD.

Output
* E: -147202.3905 eV
* orbital gap (alpha / beta): 0.1006 / 0.0831 Ha

```
! wB97M-V def2-TZVPD RIJCOSX def2/J DEFGRID3
* xyz -2 1
Rb 1.612 -1.777 -0.459
C -5.278 -2.117 2.147
C -4.281 -2.781 1.140
C -4.776 -2.702 -0.310
P -2.528 -1.987 1.010
C -1.339 -3.425 1.576
C -0.289 -2.969 2.620
C -2.008 -4.743 1.940
C -2.502 -0.710 2.280
C -2.864 -1.004 3.633
C -2.890 0.076 4.539
C -2.318 1.290 4.174
C -1.961 1.537 2.847
C -2.037 0.570 1.855
Si -1.995 1.192 0.040
C -3.857 1.173 -0.481
C -5.060 1.229 0.203
C -6.270 1.171 -0.504
C -6.237 0.951 -1.904
C -5.023 0.867 -2.626
C -3.824 0.885 -1.884
P -2.108 0.486 -2.281
C -1.516 1.441 -3.796
C -2.314 1.116 -5.089
C -1.739 2.980 -3.592
C -1.894 -1.326 -2.815
C -0.646 -1.609 -3.685
C -3.203 -1.912 -3.466
C -1.730 3.021 0.169
C -2.775 3.904 -0.065
C -2.792 5.173 0.483
C -1.748 5.591 1.325
C -0.599 4.828 1.358
C -0.523 3.570 0.800
P 0.901 2.540 0.757
C 1.969 3.183 -0.654
C 1.634 4.521 -1.287
C 1.974 2.039 -1.677
C 1.997 3.124 2.246
C 2.930 4.318 1.993
C 1.172 3.252 3.541
H -6.340 -2.302 1.851
H -5.169 -1.051 2.279
H -5.204 -2.585 3.102
H -4.204 -3.860 1.344
H -4.953 -1.652 -0.577
H -5.744 -3.252 -0.427
H -4.048 -3.120 -0.972
H -0.816 -3.577 0.569
H -0.101 -1.897 2.700
H 0.707 -3.421 2.405
H -0.556 -3.320 3.644
H -1.312 -5.564 2.159
H -2.605 -5.096 1.118
H -2.767 -4.740 2.761
H -3.154 -2.034 3.863
H -3.356 -0.008 5.519
H -2.131 2.008 4.925
H -1.619 2.538 2.602
H -5.016 1.489 1.281
H -7.224 1.168 0.056
H -7.196 0.832 -2.423
H -4.986 0.781 -3.751
H -0.476 1.143 -3.989
H -3.361 1.314 -4.924
H -2.239 0.104 -5.493
H -2.064 1.868 -5.824
H -2.750 3.181 -3.240
H -1.552 3.629 -4.503
H -1.088 3.384 -2.807
H -1.785 -1.893 -1.858
H -0.730 -1.110 -4.679
H -0.550 -2.727 -3.728
H 0.262 -1.270 -3.171
H -3.287 -1.468 -4.421
H -4.114 -1.653 -2.903
H -3.058 -2.989 -3.561
H -3.547 3.723 -0.780
H -3.584 5.852 0.245
H -1.862 6.558 1.787
H 0.349 5.277 1.734
H 3.063 3.213 -0.291
H 0.711 4.445 -1.931
H 2.494 4.770 -1.934
H 1.488 5.352 -0.557
H 1.021 2.066 -2.183
H 1.976 1.098 -1.135
H 2.810 2.077 -2.398
H 2.639 2.243 2.409
H 2.723 4.924 1.041
H 4.018 3.990 1.921
H 2.823 5.082 2.784
H 0.690 2.327 3.831
H 0.311 3.958 3.408
H 1.840 3.546 4.349
Cl 0.554 -5.314 -0.734
C 2.060 -5.497 -1.620
Cl 2.479 -3.985 -2.606
H 2.038 -6.319 -2.276
H 2.851 -5.657 -0.844
O 5.785 1.005 -0.609
S 4.954 -0.207 -0.409
O 4.250 -0.767 -1.603
O 4.123 -0.018 0.812
C 5.890 -1.635 0.026
C 7.240 -1.506 -0.304
C 8.116 -2.568 -0.545
C 7.641 -3.846 -0.347
C 6.465 -3.991 0.338
C 5.546 -2.972 0.438
S 4.323 -3.418 1.834
O 4.116 -4.849 1.908
O 4.966 -2.603 2.820
O 3.019 -2.812 1.361
H 7.616 -0.460 -0.467
H 9.114 -2.374 -0.876
H 8.244 -4.747 -0.516
H 6.142 -4.972 0.741
O 7.092 -0.516 -4.184
H 7.841 0.074 -4.003
H 6.354 -0.270 -3.551
O 2.171 -0.577 2.613
H 3.032 -0.272 2.989
H 2.446 -1.387 2.163
O 4.681 0.955 3.488
H 5.326 0.568 4.072
H 4.885 0.623 2.565
*
```

# 4
5 unconnected molecules or ions with the total composition C43H66I2N5O5PS in a non-equilibrium geometry, computed with ωB97M-V/def2-TZVPD.

Output
* structure (SMILES): [H]/N=C\Cc1c(C[C@H](C)I)cc(N=C(C)C)c2c1N([C@@H](I)CC)c1c(c(CCC(N)=O)cc(C/C(C)=N/[H])c1P(C)C)S2.CC(C)=O.CC(C)=O.CC(C)=O.CC(C)=O
* E: -99646.6465 eV
* orbital gap: 0.2492 Ha

```
! wB97M-V def2-TZVPD RIJCOSX def2/J DEFGRID3
* xyz 0 1
H -2.429 2.176 -4.388
N -1.771 2.491 -3.636
C -1.423 1.390 -2.843
C -2.019 -0.088 -3.229
C -0.949 -1.263 -2.766
C -0.226 -2.159 -3.980
C -0.531 -1.940 -5.588
C -1.566 -3.112 -6.081
C -2.153 -2.931 -7.600
I -3.199 -3.511 -4.613
C 0.847 -3.394 -3.631
C 1.190 -3.736 -2.064
N 2.130 -4.875 -1.691
C 3.361 -4.735 -2.284
C 3.774 -5.670 -3.574
C 4.368 -3.592 -1.598
C 0.446 -2.831 -0.913
C -0.608 -1.602 -1.164
N -1.327 -0.784 -0.120
C -2.699 -1.345 0.143
I -2.803 -3.005 1.564
C -3.836 -0.257 0.606
C -4.210 0.881 -0.512
C -0.513 -0.530 1.122
C 0.584 -1.612 1.774
C 1.454 -1.355 3.136
C 2.495 -2.500 3.730
C 1.638 -3.549 4.683
C 1.254 -4.965 3.936
N 2.334 -6.002 3.565
O -0.015 -5.273 3.568
C 1.318 0.031 4.001
C 0.275 1.177 3.371
C 0.172 2.579 4.254
C 1.716 2.989 4.747
C 2.283 2.755 6.269
N 2.569 3.604 3.833
H 3.469 3.782 4.373
C -0.610 0.906 1.977
P -1.724 2.391 1.442
C -2.973 2.782 2.832
C -0.687 3.910 0.922
S 0.892 -3.278 0.891
H -0.671 1.628 -1.965
H -2.226 -0.074 -4.394
H -3.041 -0.360 -2.719
H -0.834 -0.849 -5.881
H 0.502 -2.151 -6.148
H -0.937 -4.127 -6.089
H -1.369 -2.576 -8.397
H -2.500 -4.017 -7.953
H -3.127 -2.283 -7.548
H 1.331 -4.028 -4.490
H 4.908 -5.944 -3.466
H 3.154 -6.677 -3.650
H 3.589 -5.091 -4.583
H 5.288 -4.182 -1.176
H 3.789 -3.088 -0.698
H 4.625 -2.779 -2.400
H -3.080 -1.784 -0.901
H -3.576 0.188 1.683
H -4.836 -0.885 0.784
H -5.043 1.575 -0.013
H -4.738 0.335 -1.407
H -3.333 1.591 -0.820
H 3.265 -1.929 4.435
H 3.091 -3.023 2.867
H 2.356 -3.807 5.596
H 0.661 -2.964 5.040
H 3.218 -5.593 3.989
H 2.477 -5.973 2.532
H 1.916 0.219 5.008
H -0.482 2.349 5.222
H -0.210 3.498 3.640
H 1.637 1.960 6.838
H 3.383 2.367 6.173
H 2.309 3.763 6.865
H -4.026 3.027 2.338
H -2.623 3.583 3.611
H -3.144 1.762 3.426
H -0.561 4.676 1.829
H 0.428 3.633 0.599
H -1.199 4.551 0.059
C 2.745 0.577 -4.088
C 3.220 -0.092 -5.350
C 3.365 0.766 -6.578
O 3.481 -1.294 -5.377
H 2.688 -0.164 -3.284
H 3.449 1.359 -3.794
H 1.750 1.000 -4.245
H 4.097 1.557 -6.395
H 2.397 1.198 -6.846
H 3.716 0.149 -7.413
C -2.570 0.729 -11.342
C -2.622 -0.753 -11.086
C -3.691 -1.543 -11.792
O -1.821 -1.298 -10.328
H -1.749 1.169 -10.766
H -2.392 0.917 -12.404
H -3.508 1.194 -11.026
H -3.562 -1.457 -12.874
H -4.678 -1.180 -11.496
H -3.607 -2.598 -11.512
C -4.550 4.896 7.742
C -4.146 3.684 6.946
C -5.228 2.955 6.195
O -2.977 3.303 6.910
H -3.666 5.319 8.231
H -4.977 5.651 7.078
H -5.272 4.611 8.511
H -5.687 3.624 5.462
H -5.981 2.584 6.895
H -4.791 2.102 5.666
C 5.687 4.743 9.520
C 4.315 4.280 9.107
C 3.644 3.245 9.970
O 3.765 4.731 8.104
H 6.048 5.490 8.805
H 5.642 5.201 10.512
H 6.379 3.898 9.522
H 3.508 3.636 10.981
H 4.245 2.333 9.992
H 2.660 3.007 9.551
*
```